Entry 1:
This record from the Open Molecules 2025 dataset describes a molecular structure, C31H24F3I2N2O3Pr. The level of theory is ωB97M-V/def2-TZVPD.

```
66
C31H24F3I2N2O3Pr, DFT ωB97M-V/def2-TZVPD
Pr -0.0488 -0.0152 -0.3122
C 1.1183 1.0596 3.3301
C 0.5900 1.8300 2.1502
C -0.7717 1.7458 1.8202
C -1.3284 2.5785 0.8471
C -2.8116 2.5859 0.5815
C -0.4972 3.4896 0.1945
C 0.8551 3.5789 0.4890
C 1.7423 4.5658 -0.2128
C 1.3858 2.7318 1.4628
H 0.7070 1.4801 4.2498
H 2.2054 1.1139 3.3852
H 0.8210 0.0134 3.2872
H -1.4141 1.1311 2.4419
H -3.1664 3.6083 0.4553
H -3.3602 2.1344 1.4069
H -3.0530 2.0365 -0.3308
H -0.9235 4.1609 -0.5424
H 1.1848 5.1501 -0.9428
H 2.5497 4.0520 -0.7371
H 2.1903 5.2477 0.5122
H 2.4379 2.8181 1.7137
C -4.2254 -1.8780 1.1281
C -4.4668 -2.8036 0.1220
C -3.7442 -2.7119 -1.0497
C -2.7908 -1.7022 -1.2043
N -2.5622 -0.8040 -0.2266
C -3.2682 -0.9127 0.9036
C -1.9556 -1.6486 -2.4277
C -2.5445 -1.9625 -3.6537
C -1.7817 -1.9735 -4.8075
C -0.4240 -1.7073 -4.7214
C 0.1500 -1.4083 -3.4933
C -0.5779 -1.3478 -2.2936
H -4.7478 -1.9236 2.0732
H -5.1940 -3.5934 0.2593
H -3.8850 -3.4358 -1.8389
H -3.0547 -0.1799 1.6721
H -3.6081 -2.1678 -3.7068
H -2.2370 -2.1918 -5.7652
H 0.1847 -1.7131 -5.6181
H 1.2210 -1.2163 -3.4772
I -1.1385 -3.9242 3.0073
C 0.8011 -3.2356 2.5988
C 1.9262 -3.8977 3.0929
C 3.1796 -3.4046 2.8425
I 4.8335 -4.4326 3.6534
C 3.3607 -2.2449 2.0591
C 4.6030 -1.6423 1.7609
C 4.6557 -0.5342 0.9617
C 3.4666 -0.0160 0.4282
N 2.2885 -0.5295 0.7001
C 2.2094 -1.6127 1.5214
C 0.8815 -2.0772 1.8308
O -0.1580 -1.4174 1.4184
H 1.8018 -4.7952 3.6824
H 5.5089 -2.0691 2.1701
H 5.5987 -0.0617 0.7259
H 3.4736 0.8318 -0.2482
F -1.2116 1.6731 -2.1209
C -0.2978 2.2392 -3.0026
F -0.6562 3.5190 -3.1242
F -0.4845 1.6483 -4.1708
C 1.1813 2.0952 -2.4521
O 2.0389 2.6869 -3.0608
O 1.2372 1.3865 -1.3982
```

Values from the calculation:
* M: 924.25 g mol⁻¹
* ⟨S²⟩: 2.002
* energy relative to the best compared isomer or geometry (same formula, charge and spin): 0.0 kcal per mole
* net charge: 0
* multiplicity: 3
* LUMO level (alpha / beta): -0.0153 / -0.0150 Eh
* Kohn-Sham gap (alpha / beta): 7.4878 / 7.5108 eV

Atomic partial charges in e from the Löwdin method, atoms 1 to 8:
1. Pr 1.256
2. C -0.012
3. C -0.280
4. C -0.087
5. C -0.282
6. C -0.025
7. C -0.010
8. C -0.248



Entry 2:
This record from the Open Molecules 2025 dataset describes 2 unconnected molecules or ions with the total composition CH5INP. The level of theory is ωB97M-V/def2-TZVPD.

```
9
CH5INP, DFT ωB97M-V/def2-TZVPD
C -1.3216 0.8317 -0.8130
N 1.3073 -1.0596 1.7567
P 1.7738 -1.5163 0.3307
I 2.6976 0.6609 -0.3753
H -0.9832 1.2034 0.1599
H -2.3561 1.0085 -0.9185
H -1.2633 -0.3818 -0.6684
H 0.9534 -1.9460 2.1850
H -0.8079 1.1992 -1.6572
```

Values from the calculation:
* M: 188.94 g mol⁻¹
* energy relative to the best compared isomer or geometry (same formula, charge and spin): 32.3 kcal per mole
* net charge: 0
* structure (SMILES): [H]/N=P/I.C
* LUMO level: -0.0292 Eh
* Kohn-Sham gap: 8.9519 eV

Atomic partial charges in e from the Löwdin method, atoms 1 to 8:
1. C -0.077
2. N -0.453
3. P 0.332
4. I 0.204
5. H 0.008
6. H -0.019
7. H 0.066
8. H -0.046



Entry 3:
This record from the Open Molecules 2025 dataset describes C24H30N2O5 in the gas phase. The level of theory is ωB97M-V/def2-TZVPD.

```
61
C24H30N2O5, DFT ωB97M-V/def2-TZVPD
C -4.3705 -2.3120 -2.0196
C -4.0147 -0.8286 -2.0009
O -3.4716 -0.4092 -0.7658
C -2.1993 -0.7876 -0.4121
C -1.2854 -1.3621 -1.2862
C 0.0090 -1.6623 -0.9057
C 0.4280 -1.3820 0.3858
C -0.4794 -0.8217 1.2765
C -1.7860 -0.5322 0.9109
O -2.5365 0.0616 1.8911
C -3.9261 -0.2058 1.9880
C -4.2242 -1.6879 2.1810
H -3.9175 -2.2538 1.3046
H -3.6861 -2.0705 3.0454
H -5.2903 -1.8296 2.3359
H -4.4574 0.1794 1.1131
H -4.2350 0.3614 2.8706
H -0.1859 -0.5916 2.2899
N 1.7267 -1.6259 0.8417
C 2.7466 -2.2511 0.1958
O 2.6293 -2.8617 -0.8462
C 4.0959 -2.1076 0.9109
N 4.7761 -0.8379 0.7429
C 4.1654 0.3149 1.3725
C 3.0643 0.9560 0.5608
C 2.1046 1.7477 1.1694
C 1.0967 2.3774 0.4522
C 1.0342 2.1802 -0.9332
C 1.9912 1.3680 -1.5326
C 3.0150 0.7701 -0.8172
C 4.0308 -0.0794 -1.5316
C 5.1803 -0.5140 -0.6098
H 5.6898 -1.3813 -1.0347
H 5.9065 0.3013 -0.5262
H 4.4377 0.4757 -2.3799
H 3.5279 -0.9597 -1.9376
H 1.9284 1.2351 -2.6017
O 0.1252 2.7257 -1.7933
C -0.8847 3.5677 -1.2722
C -1.7221 2.8630 -0.2085
H -1.7791 1.8056 -0.4718
H -2.7353 3.2638 -0.1956
C -1.0959 3.0286 1.1835
H -1.3262 2.1524 1.8033
O 0.2983 3.2585 1.1588
H -1.4938 3.9206 1.6757
H -0.4442 4.4891 -0.8697
H -1.4948 3.8191 -2.1433
H 2.1385 1.9207 2.2355
H 3.8059 0.0360 2.3673
H 4.9660 1.0536 1.5194
H 3.9665 -2.2791 1.9844
H 4.7566 -2.8827 0.5124
H 1.9338 -1.2074 1.7371
H 0.6875 -2.1098 -1.6103
H -1.5709 -1.5700 -2.3044
H -3.3412 -0.5758 -2.8283
H -4.9226 -0.2274 -2.1055
H -5.0837 -2.5322 -1.2285
H -4.8167 -2.5683 -2.9764
H -3.4854 -2.9253 -1.8678
```

Values from the calculation:
* M: 426.51 g mol⁻¹
* energy relative to the best compared isomer or geometry (same formula, charge and spin): 71.5 kcal per mole
* net charge: 0
* structure (SMILES): CCOc1ccc(NC(=O)CN2CCc3cc4c(cc3C2)OCCCO4)cc1OCC
* LUMO level: 0.0279 Eh
* Kohn-Sham gap: 8.4079 eV

Atomic partial charges in e from the Löwdin method, atoms 1 to 8:
1. C -0.059
2. C -0.238
3. O -0.083
4. C -0.216
5. C -0.001
6. C 0.000
7. C -0.214
8. C 0.063



Entry 4:
This record from the Open Molecules 2025 dataset describes a molecular structure, C11H12O5ReS4Sb. The level of theory is ωB97M-V/def2-TZVPD.

```
34
C11H12O5ReS4Sb, DFT ωB97M-V/def2-TZVPD
Re -0.4142 -0.7353 -0.3475
O -0.7517 -3.8986 2.2945
C -0.4808 -2.7958 1.7021
O -0.8128 -2.5721 0.5165
C 0.2763 -1.7955 2.5306
O 0.4361 -0.6138 1.7582
C 1.7257 0.0513 1.8067
C 2.0969 0.5373 0.4100
O 3.0254 1.2434 0.2145
O 1.3276 0.0178 -0.5863
H -1.2447 -4.5270 1.7313
H 1.2374 -2.2390 2.8064
H -0.2807 -1.5947 3.4496
H 2.4944 -0.6485 2.1376
H 1.6766 0.8907 2.4962
S -0.3554 -3.1419 -4.8217
Sb 1.3881 -1.5407 -5.6454
S -0.9880 -1.1142 -2.4128
S -0.2906 -2.9893 -2.8055
S 1.6237 -0.2280 -3.9031
C -2.1509 0.1251 0.4437
C -1.3555 1.2922 0.0421
C -1.2340 1.5925 -1.3357
C -0.3470 2.5868 -1.7750
C 0.3675 3.3068 -0.8532
C 0.1986 3.0806 0.5339
C -0.6296 2.0939 0.9779
H -3.0607 -0.0725 -0.1146
H -2.2783 0.0187 1.5189
H -1.9368 1.1566 -2.0343
H -0.2615 2.8011 -2.8311
H 1.0454 4.0836 -1.1812
H 0.7313 3.7044 1.2396
H -0.7778 1.9242 2.0373
```

Values from the calculation:
* M: 660.45 g mol⁻¹
* energy relative to the best compared isomer or geometry (same formula, charge and spin): 28.9 kcal per mole
* net charge: +2
* LUMO level (alpha / beta): -0.3205 / -0.3114 Eh
* Kohn-Sham gap (alpha / beta): 5.7022 / 5.9193 eV

Atomic partial charges in e from the Löwdin method, atoms 1 to 8:
1. Re 1.286
2. O 0.268
3. C -0.395
4. O -0.054
5. C -0.027
6. O -0.243
7. C -0.018
8. C -0.524